Entry 1:
47
Properties=species:S:1:pos:R:3:forces:R:3 method="wB97M-V/def2-TZVPD" total_energy_ha=-1754.9141 lumo_energy_ha=-0.2524 total_charge=+2 homo_energy_ev=-13.667 orbital_gap_ev=6.80
La 0.88191 -0.36247 2.19310 0.3479 1.3861 1.1384
Cl -0.06396 0.91138 4.28827 0.5350 0.4394 -0.5938
P 0.32821 0.65142 -0.40643 0.3357 -1.2662 4.2232
C -1.10951 -0.28491 -0.83984 0.0711 -0.1217 -1.0613
C -0.86664 -1.10582 -1.95195 -0.6560 0.1814 0.2197
C -1.94566 -1.69652 -2.58168 -0.7002 -0.4954 -0.0546
C -3.24016 -1.56942 -2.04162 0.1711 0.1577 -0.0390
C -3.44523 -0.82367 -0.85879 -0.2046 -0.2934 -0.4778
C -2.39186 -0.13514 -0.26266 0.5403 -0.3145 -0.3925
C 0.16776 2.36746 -0.20640 -0.0427 1.2648 -1.2263
C 1.04593 3.22426 0.50274 -0.6439 -0.5947 -0.4720
C 0.80502 4.59114 0.40579 0.3175 0.1605 0.1551
C -0.22241 5.09942 -0.39459 0.0784 -0.5060 -0.0594
C -1.03876 4.22314 -1.10545 -0.3165 0.2809 -0.1391
C -0.85850 2.85807 -1.03015 0.5602 0.1537 0.4776
C 1.94892 0.08045 -0.88891 -0.5182 0.2254 -0.4719
C 2.96848 -0.48778 -0.07320 -0.2133 0.2927 -0.8458
C 4.23731 -0.60266 -0.65533 0.4455 -0.2456 0.0404
C 4.45482 -0.24096 -2.00365 -0.3178 0.1729 0.0720
C 3.40314 0.28971 -2.77389 0.6299 -0.2068 -0.1866
C 2.15426 0.48161 -2.21250 1.0162 -0.5149 0.3744
H 1.91434 2.81709 1.05146 -0.5299 0.3695 -0.2334
H 1.45731 5.28184 0.93436 -0.1116 -0.1110 -0.0777
H -0.35537 6.17015 -0.51143 0.0178 -0.1495 0.1528
H -1.81205 4.58596 -1.76168 -0.0943 0.2986 -0.0518
H -1.43293 2.13670 -1.62043 -0.0242 0.5970 0.1605
H 0.15642 -1.23247 -2.30511 -0.4136 0.0231 -0.1802
H -1.78260 -2.25650 -3.50454 -0.1493 0.0686 0.3202
H -4.09776 -2.03581 -2.56708 0.6793 0.3532 0.5232
H -4.45752 -0.76374 -0.44411 0.4604 0.0559 -0.1361
H -2.54887 0.50949 0.60614 0.0155 -0.1263 -0.3117
H 2.80624 -0.87637 0.97758 0.8905 0.3313 -1.5598
H 5.08780 -0.98303 -0.06639 -0.5652 0.1362 -0.3578
H 5.45358 -0.35881 -2.46772 -0.7560 0.0456 0.5045
H 3.55074 0.55194 -3.81843 0.1964 -0.0274 0.1897
H 1.32062 0.92676 -2.75620 0.3757 -0.0627 -0.0750
H 0.13601 -3.79485 -1.45113 1.2017 0.0733 0.0974
H 0.91250 -3.74186 -1.40838 -1.1588 -0.1131 -0.0615
N -2.33945 -2.60438 4.25689 0.1810 -1.1322 -0.0243
C -1.51648 -3.70228 3.98491 0.0885 0.1687 -0.3449
C -0.47331 -3.20185 3.27643 -0.1162 0.9751 0.0046
N -0.61363 -1.79768 3.17732 -2.1970 -2.2633 0.4180
C -1.79652 -1.51598 3.75671 1.3956 -0.2287 -0.5296
H -3.22594 -2.64490 4.73315 -0.0824 -0.0004 0.1257
H -1.72312 -4.72886 4.27030 -0.1718 0.4292 0.0330
H 0.35665 -3.67919 2.77047 -0.1428 -0.2758 0.3939
H -2.18968 -0.53009 3.78404 -0.4251 0.4084 0.3394

Entry 2:
72
Properties=species:S:1:pos:R:3:forces:R:3 method="wB97M-V/def2-TZVPD" total_energy_ha=-1701.7793 lumo_energy_ha=-0.0654 homo_energy_ev=-4.243 e_above_lowest_kcal_mol=154.7 orbital_gap_ev=2.46
C -0.72518 2.07350 0.40282 -0.2823 0.3547 -0.1786
C -0.09561 0.79001 0.94828 -1.1473 -1.4758 -4.6919
C 0.89250 0.07895 -0.03534 -0.9525 0.1340 -0.6604
C 1.07081 -1.33186 0.04044 0.6794 0.3988 0.2509
C 0.03060 -2.27131 0.57472 0.0966 -0.2624 0.5930
C 2.29744 -1.86919 -0.36121 -0.1000 0.2380 -0.2113
C 3.26608 -1.06755 -0.96889 -0.0024 0.3515 0.3339
C 4.66317 -1.57216 -1.17227 0.2889 -0.2067 -0.1204
C 2.89521 0.21732 -1.38200 -0.3705 -0.9104 0.1287
C 1.62746 0.72174 -1.06548 0.7681 -0.0880 0.5492
C 1.20574 1.92313 -1.85692 0.3575 0.9387 0.0908
H -0.15241 2.98376 0.65923 -0.2911 -0.3960 -0.2256
H -0.85896 2.01681 -0.68648 0.0244 0.0003 0.6445
H -1.73771 2.14739 0.83293 0.4297 0.3031 -0.0282
H -0.93875 0.07350 0.92553 0.1818 0.3272 0.1795
H 0.43128 -3.29381 0.53341 -0.1668 0.2228 0.0325
H -0.23500 -2.05722 1.62005 -0.0158 -0.1208 -0.3181
H -0.89032 -2.24839 -0.02232 0.2595 0.1341 0.1499
H 2.51589 -2.91571 -0.11631 -0.0842 0.3487 -0.2510
H 4.71526 -2.21131 -2.06675 0.1184 0.1523 0.2109
H 5.36500 -0.73724 -1.29680 -0.1418 -0.2123 -0.0534
H 5.00579 -2.16917 -0.31285 -0.1531 0.1528 -0.2549
H 3.59670 0.85356 -1.93190 -0.3038 -0.3455 -0.0627
H 1.89237 2.02426 -2.71278 -0.2403 -0.0040 0.2943
H 0.19087 1.81666 -2.26738 0.4360 0.1108 0.2219
H 1.29409 2.84234 -1.25537 -0.2816 -0.0804 -0.3356
C 6.03608 -0.49297 2.19480 0.5314 -0.0148 0.2237
C 4.60208 -0.11770 2.37027 0.0409 0.1526 -0.0189
C 4.15379 1.12506 1.92671 -0.4135 0.1340 0.0074
C 2.80091 1.43797 1.99888 0.2101 -0.2264 -0.2405
C 1.88674 0.49522 2.47663 -0.6305 0.5534 0.1551
B -1.60004 -0.10546 -2.14967 3.6014 0.7104 1.7726
C 0.40718 0.87364 2.32730 0.7142 -0.8249 3.3532
C 0.03946 2.14497 3.02224 0.0321 1.1087 0.8262
C -1.19260 2.15343 3.64007 0.5072 0.0163 -0.6348
C -1.81151 0.89850 3.70306 0.1605 0.9058 -0.1546
C -3.20681 0.66168 4.11572 -0.2378 -0.2106 0.2146
S -0.67911 -0.30757 3.32640 0.2400 -0.8582 -0.0204
O -2.30798 0.98028 -2.46848 -0.3682 -0.6873 -0.2493
C -3.41896 0.25107 -3.10153 -0.4135 0.1808 -0.5697
C -4.62025 1.13569 -2.91488 -0.6293 -0.0288 0.1160
C -3.02591 0.17334 -4.58284 0.0294 -0.1419 -0.2031
C -3.43624 -1.15256 -2.34105 -0.9356 -0.4686 0.2750
C -4.38909 -1.20922 -1.15101 -0.2584 0.1788 0.2038
C -3.63030 -2.38307 -3.19787 -0.1870 -0.1837 -0.4765
O -2.07604 -1.28858 -1.79411 -0.6587 0.2204 -0.7520
C 2.33553 -0.72047 2.97950 0.4596 -0.1009 -0.1389
C 3.70286 -1.00332 2.94704 -0.3410 -0.2953 0.0708
H 6.15365 -1.56659 2.02106 -0.0076 0.1422 -0.0202
H 6.48195 0.05373 1.35897 -0.0303 -0.1312 0.0712
H 6.61359 -0.24260 3.09270 0.0060 -0.0505 -0.1029
H 4.85048 1.84690 1.49201 -0.1557 -0.2891 0.1100
H 2.43443 2.38159 1.58038 0.1541 -0.2935 0.2204
H 0.72172 2.99904 3.01623 -0.3453 -0.2487 -0.1489
H -1.70468 3.04034 4.00039 0.2071 0.0207 0.0168
H -3.73894 1.61324 4.21282 0.1034 -0.1421 0.0067
H -3.74497 0.04189 3.38894 0.0133 0.0083 0.1379
H -3.23740 0.15453 5.08561 -0.2211 -0.1010 0.0191
H -5.48627 0.69687 -3.42720 0.0192 0.1579 0.1424
H -4.85577 1.27726 -1.85071 0.0426 -0.0583 -0.3834
H -4.41480 2.12248 -3.35225 -0.0342 -0.3273 0.0742
H -3.82552 -0.25153 -5.19973 0.0938 0.0039 0.1106
H -2.80478 1.18664 -4.95274 -0.1775 -0.2968 0.2430
H -2.10728 -0.41483 -4.73571 -0.3185 0.0849 0.1157
H -5.43375 -1.22574 -1.50069 0.2692 0.0868 0.1472
H -4.21806 -2.13326 -0.57546 0.0565 0.3117 -0.2923
H -4.25081 -0.35862 -0.46331 -0.0307 -0.2831 -0.2973
H -4.64054 -2.38656 -3.62955 0.2110 -0.0765 -0.0158
H -2.88465 -2.44904 -4.00282 -0.2868 0.0820 0.2241
H -3.51607 -3.28144 -2.57139 -0.0791 0.3623 -0.1649
H 1.65697 -1.50738 3.31602 0.0869 0.4425 0.0282
H 4.05942 -1.96489 3.34290 -0.1364 0.4098 -0.2893

Entry 3:
44
Properties=species:S:1:pos:R:3:forces:R:3 method="wB97M-V/def2-TZVPD" total_energy_ha=-3670.5661 lumo_energy_ha=-0.0005 homo_energy_ev=-7.354 e_above_lowest_kcal_mol=7.6 orbital_gap_ev=7.34
Na 0.22017 -0.12490 0.63528 0.0462 -0.2700 -0.6116
C 2.92687 0.04691 -1.96753 -0.0769 -0.0157 -0.0163
C 1.50467 -0.33395 -2.28837 0.0193 0.0897 0.0779
C 0.60363 0.60754 -2.78965 -0.0377 -0.0165 0.0106
C -0.69331 0.24619 -3.13822 0.0422 -0.0575 0.0208
C -1.11804 -1.06815 -2.98123 0.0589 0.0532 0.0044
C -0.24229 -2.00873 -2.45742 0.0294 0.0345 -0.0324
C 1.05493 -1.64308 -2.11690 -0.0557 -0.0329 0.0209
H 3.54755 -0.02597 -2.86336 -0.0017 -0.0075 -0.0183
H 3.34803 -0.60256 -1.20246 -0.0231 0.0131 -0.0044
H 2.99135 1.06786 -1.59278 -0.0213 -0.0268 0.0009
H 0.93193 1.63316 -2.92411 -0.0181 -0.0429 0.0144
H -1.36699 0.99240 -3.54486 0.0222 -0.0193 0.0100
H -2.12171 -1.35963 -3.26739 0.0134 0.0053 0.0060
H -0.56505 -3.03337 -2.31911 0.0057 0.0112 -0.0028
H 1.73615 -2.38884 -1.72146 -0.0061 0.0265 -0.0002
Cl 4.38348 2.11753 6.24399 -0.0174 -0.0323 -0.0683
C 3.68434 1.59329 4.75348 0.0868 0.0091 -0.0191
C 2.30757 1.45634 4.62893 -0.1945 -0.0306 -0.0421
Cl 1.27870 1.78809 5.97681 0.0508 0.0019 -0.0277
C 1.75509 1.04874 3.42404 -0.0227 -0.0335 0.0129
Cl 0.02156 0.83329 3.27274 0.2171 0.0930 0.0798
C 2.52565 0.75713 2.26541 -0.1249 -0.0359 -0.1001
O 1.98631 0.39561 1.16744 1.8395 0.5309 0.7200
C 3.93103 0.89162 2.44387 0.0115 0.0540 0.0437
Cl 4.93349 0.52591 1.08059 -0.1072 0.0317 0.1119
C 4.48774 1.29931 3.64680 -0.0167 -0.0243 -0.0504
Cl 6.19993 1.44493 3.78772 0.0043 0.0117 0.0123
C -4.52923 1.39596 2.15641 0.0135 -0.0507 -0.0253
C -3.67918 0.16000 1.87521 -0.1148 0.0020 0.1693
S -2.75192 0.35245 0.35315 0.2652 -0.0562 -0.1100
O -1.64987 -0.68487 0.38048 -1.8600 -0.1063 -0.1170
C -3.98252 -0.26108 -0.80950 0.0339 -0.0576 -0.0928
C -4.16989 -1.76791 -0.73319 -0.0837 -0.0147 -0.0861
H -5.11116 1.24979 3.06610 0.0279 -0.0138 -0.0148
H -5.23386 1.59920 1.34635 0.0314 -0.0269 0.0385
H -3.90516 2.27977 2.29123 -0.0055 -0.0341 -0.0135
H -4.26938 -0.75441 1.80981 0.0369 0.0099 0.0770
H -2.90179 0.01520 2.62632 -0.0546 0.0253 0.0661
H -3.59257 0.04430 -1.78035 -0.0522 -0.0259 -0.0390
H -4.89587 0.30631 -0.61636 0.0130 -0.0176 -0.0392
H -3.20388 -2.26590 -0.65682 0.0068 0.0250 -0.0136
H -4.66563 -2.11859 -1.64010 -0.0026 0.0156 0.0636
H -4.78295 -2.06584 0.11703 0.0214 0.0061 -0.0159

Entry 4:
24
Properties=species:S:1:pos:R:3:forces:R:3 method="wB97M-V/def2-TZVPD" total_energy_ha=-367.9494 lumo_energy_ha=-0.1237 total_charge=+1 homo_energy_ev=-14.947 e_above_lowest_kcal_mol=20.7 orbital_gap_ev=11.58
C 0.16107 1.84609 -1.28169 0.3746 -0.3962 0.3608
C 0.75571 1.27832 0.02557 0.4380 0.0259 -0.0163
C 2.24612 1.62782 0.14850 -0.1692 0.4203 -0.8099
C 0.65301 -0.24370 0.01961 0.1027 -0.7475 -0.8353
C -0.71866 -0.87517 -0.01833 -0.8265 -0.3032 0.6107
N -1.63733 -0.20545 1.01667 0.3957 -0.8000 1.6973
C -0.69891 -2.37019 0.27690 0.5227 0.0288 -0.2855
O -2.00163 -2.88767 0.33134 -0.2502 -0.0712 -0.0110
H -0.17620 2.86830 -1.13500 -0.2718 -0.0462 -0.1599
H 0.92843 1.85876 -2.04335 0.2863 0.0763 -0.2371
H -0.60606 1.18135 -1.68679 -0.3317 0.4214 0.1198
H 0.22488 1.76481 0.85582 0.0155 -0.3676 0.1520
H 2.72884 1.32094 -0.78468 0.1133 -0.2411 0.1534
H 2.38387 2.70991 0.15249 0.0045 -0.0123 0.3735
H 2.76366 1.15700 0.98229 -0.1474 0.1094 0.1079
H 1.20232 -0.60816 -0.85618 -0.3367 0.2385 -0.4316
H 1.22338 -0.81645 0.74654 0.0791 0.6080 0.9765
H -1.33387 -0.79109 -0.89726 0.3376 0.3962 -0.7960
H -2.36479 0.37959 0.61712 0.0764 0.2234 0.0134
H -2.08504 -0.89995 1.63899 -0.2879 -0.1534 -0.8419
H -1.08072 0.30045 1.71184 0.0228 0.6042 -0.4924
H -0.18599 -2.59236 1.21627 -0.2084 0.0802 0.1426
H -0.07097 -2.81386 -0.50078 -0.1453 -0.1548 -0.0561
H -2.31111 -3.18926 -0.53590 0.2062 0.0606 0.2649

Entry 5:
9
Properties=species:S:1:pos:R:3:forces:R:3 method="wB97M-V/def2-TZVPD" total_energy_ha=-535.2750 lumo_energy_ha=0.1607 total_charge=-1 homo_energy_ev=-3.760 e_above_lowest_kcal_mol=22.0 orbital_gap_ev=8.13
C 2.46255 -0.55836 -0.65325 1.9613 -0.9269 -0.2948
N 0.83954 0.37848 -0.10492 -0.9001 0.2051 0.3493
O -0.31984 -0.84034 -2.25584 0.1350 -0.5187 -2.6996
O 2.85674 -1.30784 0.15086 -0.6830 0.5081 -0.1560
Si -0.59907 -0.59997 -0.79550 0.9457 2.3554 0.9457
H 0.86320 0.72066 0.85438 -0.1724 -0.1629 -0.0375
H 1.01946 1.16844 -0.72420 -0.1807 -0.2220 0.1399
H -1.63963 0.40803 -0.48328 -0.8156 -0.0888 0.3615
H -0.64965 -1.76889 -0.00261 -0.2902 -1.1494 1.3915

Entry 6:
13
Properties=species:S:1:pos:R:3:forces:R:3 method="wB97M-V/def2-TZVPD" total_energy_ha=-931.8242 lumo_energy_ha=-0.2051 total_charge=+1 homo_energy_ev=-12.250 e_above_lowest_kcal_mol=30.1 orbital_gap_ev=6.67
C -2.40691 -1.02606 1.00615 0.3304 -2.1580 0.2227
N -2.79790 -0.35903 0.01770 -0.4819 2.3700 -0.6902
H -2.83830 -0.97592 1.99499 -0.0223 0.8690 0.1066
H -1.74805 -1.87961 0.85452 0.1448 0.2792 -0.2026
H -2.48026 -0.39503 -0.94653 0.6110 -0.8238 0.1059
H -3.33772 0.50350 0.12472 -0.3630 -0.4337 0.4506
C 2.76716 0.35431 -1.23708 0.6552 -0.0617 -1.2076
S 1.11754 0.76255 -0.66134 -0.4947 0.0377 -0.1450
S 0.90578 0.47182 1.32959 0.1219 -0.6455 0.4770
H 3.54581 -0.08669 -0.62577 -0.4565 -0.0369 0.6690
H 3.12390 1.28276 -1.62454 0.6019 0.8806 0.1811
H 2.74687 -0.22032 -2.17069 -0.6362 -0.4543 0.3969
H 1.40210 1.56773 1.93827 -0.0107 0.1774 -0.3643